Computed, not measured: a cluster of 2 separate species, C7H14O in total at a distorted geometry, with wB97M-V/def2-TZVPD.

Structure (XYZ):
```
22
Properties=species:S:1:pos:R:3:nbo_charge:R:1
C -0.23928 0.89947 -1.22916 0.2193
C 1.10654 1.30933 -1.74623 -0.6707
C -2.08436 -0.54576 -0.44539 -0.6309
C -0.40521 -1.36306 1.76926 -0.6832
C 1.69552 -0.67642 0.58497 -0.6804
C -0.59921 -0.24155 -0.46987 -0.1788
C 0.19443 -0.62914 0.60447 0.3310
O -0.24449 1.86393 0.54178 -1.0872
H 0.10754 2.45249 1.22976 0.4599
H -1.05312 1.28152 -1.84216 0.2003
H 1.48898 0.57522 -2.46567 0.2208
H 1.82264 1.44156 -0.93994 0.2404
H 1.02106 2.26371 -2.26891 0.2250
H -2.59673 0.11434 0.26051 0.2281
H -2.29319 -1.57659 -0.15315 0.2090
H -2.52369 -0.38029 -1.43115 0.2124
H -1.39235 -0.98330 2.02671 0.2348
H 0.24060 -1.27252 2.64472 0.2234
H -0.49705 -2.43152 1.53750 0.2354
H 2.12105 -0.59490 -0.41027 0.2247
H 2.09588 0.12666 1.20670 0.2435
H 2.03445 -1.63318 0.99553 0.2231
```

The lowest unoccupied orbital energy (spin up / spin down) is 0.024 / 0.024 eV. The gap between HOMO and LUMO (spin up / spin down) comes out at 0.29784 / 0.29782 Eh. As for the electronic energy: -350.21368 Eh. The relative energy (zero: lowest compared OMol25 entry of this formula, charge and spin) comes out at 91.5 kcal/mol.

Computed, not measured: the molecule C7H14O at a distorted geometry, with wB97M-V/def2-TZVPD.

Structure (XYZ):
```
22
Properties=species:S:1:pos:R:3:nbo_charge:R:1
C 0.00793 1.99947 0.08082 -0.4440
C -0.55969 0.88666 -0.35007 0.0684
C -2.25994 1.06272 -1.04101 -0.6553
C -0.32497 -0.52148 -0.42654 -0.2714
C -1.05970 -1.39896 0.57147 -0.6159
C 1.52639 -0.70544 -0.12662 0.1327
C 1.94008 -0.69686 1.32571 -0.6530
O 2.33960 0.19990 -0.84676 -0.7271
H -0.50528 2.95283 0.00857 0.2079
H 1.02940 2.02440 0.44265 0.2167
H -2.12885 1.66020 -1.94359 0.2076
H -2.83818 1.58670 -0.27901 0.2084
H -2.76685 0.13250 -1.29681 0.1987
H -0.42649 -0.88255 -1.45306 0.2120
H -2.09860 -1.54877 0.26579 0.2152
H -0.59012 -2.38554 0.63065 0.2152
H -1.05786 -0.95625 1.57028 0.2177
H 1.67400 -1.70416 -0.55205 0.1452
H 1.77572 0.27729 1.79209 0.2115
H 1.39860 -1.45346 1.89762 0.2143
H 3.01160 -0.91628 1.42589 0.2214
H 1.91322 0.38708 -1.69602 0.4739
```

The lowest unoccupied orbital energy is 0.944 eV. The gap between HOMO and LUMO comes out at 0.35237 Eh. As for the electronic energy: -350.25343 Eh. The relative energy (zero: lowest compared OMol25 entry of this formula, charge and spin) comes out at 66.5 kcal/mol. The structure (SMILES) is C=C(C)[C@H](C)[C@H](C)O.

Computed, not measured: the molecule C7H14O at a distorted geometry, with wB97M-V/def2-TZVPD.

Structure (XYZ):
```
22
Properties=species:S:1:pos:R:3:nbo_charge:R:1
C -0.49425 -2.00108 -0.07509 -0.2570
O 1.64342 0.84179 -0.16406 -0.5798
C 0.48083 -1.21270 0.51004 -0.2982
C 0.17326 -0.67970 1.91123 -0.5994
C 0.65274 0.21140 -0.49574 0.4510
C 0.74245 -0.44682 -1.94052 -0.6120
C -0.69145 1.05710 -0.48949 -0.4735
C -0.51176 2.34948 0.29359 -0.6105
H -1.49664 -1.75430 0.26185 0.1881
H 0.48685 0.23658 -2.74201 0.2123
H -0.34379 -3.07434 -0.13947 0.2219
H 1.50060 -1.58348 0.44835 0.2303
H -0.64169 0.04644 1.80269 0.2156
H -0.30760 -1.44605 2.51663 0.2155
H 1.00144 -0.15476 2.37468 0.2397
H 1.74885 -0.79422 -2.15262 0.2192
H -0.01351 -1.27553 -1.78621 0.1999
H -1.47149 0.40658 -0.08489 0.1876
H -1.00109 1.23441 -1.51964 0.2139
H 0.05833 3.09390 -0.25284 0.2174
H -1.51527 2.74701 0.48764 0.2018
H -0.00022 2.19826 1.23589 0.2162
```

The lowest unoccupied orbital energy is -1.391 eV. The gap between HOMO and LUMO comes out at 0.26490 Eh. As for the electronic energy: -350.18312 Eh. The relative energy (zero: lowest compared OMol25 entry of this formula, charge and spin) comes out at 110.7 kcal/mol.

Computed, not measured: a structure of composition C7H14O2 at a distorted geometry, with wB97M-V/def2-TZVPD.

Structure (XYZ):
```
23
Properties=species:S:1:pos:R:3:nbo_charge:R:1
C 0.07772 2.00925 0.28349 -0.6422
C -1.98321 0.01030 -0.69159 -0.6749
C -1.19727 -1.54120 1.17393 -0.6923
C 0.11339 0.55391 0.68702 0.1718
C -0.92552 -0.35170 0.30966 0.2429
O 0.67115 0.41660 1.95042 -0.7263
H 1.21223 -0.40923 1.92069 0.5025
H 1.05560 2.46020 0.46405 0.2342
H -0.66269 2.54856 0.87902 0.2198
H -0.16175 2.14910 -0.77137 0.2068
H -2.82774 0.46042 -0.15585 0.2495
H -2.35810 -0.87395 -1.21066 0.2256
H -1.64889 0.74009 -1.42797 0.2318
H -1.87980 -2.24405 0.69282 0.2173
H -0.26179 -2.05855 1.41056 0.2658
H -1.61843 -1.20862 2.12721 0.2554
C 2.03685 0.01043 -1.52550 -0.6601
C 1.32935 -0.64859 -0.35366 0.3332
O 1.96367 -1.33866 0.49113 -0.7020
H 0.38246 -1.17337 -0.80723 0.0747
H 2.93145 0.51873 -1.16232 0.2208
H 1.41445 0.73454 -2.05167 0.2095
H 2.33686 -0.76421 -2.23216 0.2358
```

The lowest unoccupied orbital energy (spin up / spin down) is -0.076 / -0.077 eV. The gap between HOMO and LUMO (spin up / spin down) comes out at 0.29500 / 0.29495 Eh. As for the electronic energy: -425.49214 Eh. The relative energy (zero: lowest compared OMol25 entry of this formula, charge and spin) comes out at 71.0 kcal/mol.

Computed, not measured: the molecule C7H14O2S at a distorted geometry, with wB97M-V/def2-TZVPD.

Structure (XYZ):
```
24
Properties=species:S:1:pos:R:3:nbo_charge:R:1
C -3.47224 0.71164 -0.35648 -0.6131
C -2.29744 -0.24710 0.12036 -0.5678
S -0.99421 -0.46454 -1.06025 0.2076
C 0.51803 0.03564 -0.16801 0.0837
C 0.06394 1.64230 -0.03251 0.4180
O -0.25986 2.23570 0.93657 -0.5150
C 1.71632 -0.18971 -1.08987 -0.4634
C 2.89107 0.37745 -0.28943 -0.6070
O 0.63312 -0.44324 1.15042 -0.5376
C 1.03573 -1.73502 1.35922 -0.2421
H -3.78494 0.39723 -1.35464 0.2063
H -4.39730 0.67508 0.15311 0.2130
H -3.17509 1.77463 -0.21142 0.2140
H -2.85309 -1.18129 0.26305 0.2224
H -1.90412 0.22058 0.97766 0.2411
H -0.00492 2.05025 -1.06735 0.1121
H 1.83932 -1.28856 -1.22401 0.2194
H 1.65105 0.28513 -2.04825 0.2301
H 2.95081 -0.36941 0.59545 0.2201
H 2.50916 1.41350 -0.07531 0.2114
H 3.84692 0.35425 -0.89968 0.2180
H 2.17497 -2.02454 1.27870 0.1510
H 0.43328 -2.29748 0.68560 0.1817
H 0.87947 -1.93250 2.35707 0.1960
```

The lowest unoccupied orbital energy is 0.774 eV. The gap between HOMO and LUMO comes out at 0.35483 Eh. As for the electronic energy: -823.69493 Eh. The relative energy (zero: lowest compared OMol25 entry of this formula, charge and spin) comes out at 80.0 kcal/mol. The structure (SMILES) is CCS[C@](C=O)(CC)OC.

Computed, not measured: a cluster of 2 separate species, C7H14O3 in total at a distorted geometry, with wB97M-V/def2-TZVPD.

Structure (XYZ):
```
24
Properties=species:S:1:pos:R:3:nbo_charge:R:1
C -0.57339 2.32106 1.01013 -0.6426
C 0.31553 1.12863 0.77340 0.1320
O 0.67140 0.44210 1.94053 -0.7515
C 1.34819 1.18158 -0.15938 0.2310
O 2.52528 0.60106 0.08729 -0.6431
H -0.04218 3.10675 1.55330 0.2239
H -0.93711 2.73162 0.06434 0.2176
H -1.43539 2.02499 1.61318 0.2239
H -0.09673 -0.17253 2.08303 0.5155
H 1.30677 1.72637 -1.09182 0.1935
H 2.41390 0.20208 0.98446 0.5105
C 1.01462 -2.38121 -0.25693 -0.6168
C 0.18230 -1.41534 -1.07475 -0.4841
C -0.87333 -0.51124 -0.12993 0.5758
C -1.93781 0.09458 -1.02446 -0.7117
O -1.20631 -1.05084 0.94969 -0.6925
H 1.80963 -1.88003 0.30090 0.1979
H 1.48442 -3.12803 -0.90423 0.2095
H 0.38883 -2.90948 0.46757 0.2265
H 0.78587 -0.84610 -1.78759 0.2022
H -0.52836 -1.98260 -1.68047 0.2060
H -2.52041 -0.69602 -1.49940 0.2403
H -2.61837 0.69908 -0.42005 0.2246
H -1.47734 0.71351 -1.79883 0.2114
```

The lowest unoccupied orbital energy is 0.327 eV. The gap between HOMO and LUMO comes out at 0.32527 Eh. As for the electronic energy: -500.76542 Eh. The relative energy (zero: lowest compared OMol25 entry of this formula, charge and spin) comes out at 61.4 kcal/mol. The structure (SMILES) is C/C(O)=C/O.CCC(C)=O.

Computed, not measured: a structure of composition C7H14O3S2 at a distorted geometry, with wB97M-V/def2-TZVPD.

Structure (XYZ):
```
26
Properties=species:S:1:pos:R:3:nbo_charge:R:1
C 1.97604 -0.96848 -1.06219 0.7865
C 1.98715 -1.05173 -2.58343 -0.7142
C 2.62177 0.97464 1.62956 -0.6318
C -3.77315 -0.83882 2.28779 -0.7541
C -0.89888 1.29232 -1.50998 -0.7936
C 1.68644 0.14598 0.77224 0.3349
C -2.63880 0.22624 -0.01111 -0.7625
O 1.70000 -1.94950 -0.40739 -0.5964
O 0.39088 0.59897 0.64690 -0.8083
O 2.21161 0.24072 -0.52403 -0.5189
S -3.21404 -1.27673 0.64170 0.2696
S -1.09170 -0.10450 -0.43202 1.0113
H 1.88378 -2.08165 -2.85216 0.2423
H 2.82732 -0.70266 -3.12109 0.2376
H 1.17309 -0.29761 -3.01434 0.2236
H 3.62270 0.53727 1.25192 0.2201
H 2.48081 2.00527 1.27082 0.2167
H 2.39351 0.71644 2.75631 0.2215
H -4.25059 -1.69519 2.71192 0.2318
H -4.45541 0.10324 2.33659 0.2203
H -2.87700 -0.67209 2.81916 0.2161
H -1.58678 1.01679 -2.39646 0.2343
H 0.15212 1.19498 -1.83794 0.2360
H -1.11258 2.26470 -1.05011 0.2484
H 1.71062 -0.89281 1.26006 0.1887
H -2.91891 1.21421 0.41730 0.2401
```

The lowest unoccupied orbital energy (spin up / spin down) is 0.261 / 0.261 eV. The gap between HOMO and LUMO (spin up / spin down) comes out at 0.29806 / 0.29809 Eh. As for the electronic energy: -1297.06237 Eh. The relative energy (zero: lowest compared OMol25 entry of this formula, charge and spin) comes out at 79.9 kcal/mol.

Computed, not measured: the molecule C7H14OS at a distorted geometry, with wB97M-V/def2-TZVPD.

Structure (XYZ):
```
23
Properties=species:S:1:pos:R:3:nbo_charge:R:1
C -0.21179 0.01000 3.29413 -0.6144
C -0.39096 0.95160 2.06244 -0.4344
C -0.08668 0.30380 0.70364 0.1991
C -1.00279 -0.89916 0.39514 -0.6513
O -0.26154 1.25147 -0.36938 -0.5427
C 0.62487 0.95050 -1.46997 -0.0732
C 1.99578 0.59376 -0.91336 -0.3509
C 2.77423 1.87444 -0.68268 -0.6146
S 1.70924 -0.17042 0.72517 0.1399
H 0.69590 -0.60264 3.20727 0.2125
H -1.09020 -0.64087 3.40595 0.2078
H -0.05273 0.62922 4.22194 0.2198
H -1.41226 1.33320 2.07170 0.2116
H 0.28540 1.80535 2.18124 0.2179
H -0.85728 -1.70459 1.13040 0.2175
H -0.80539 -1.28024 -0.59603 0.2146
H -2.04216 -0.56860 0.42474 0.2135
H 0.25931 0.10648 -2.00520 0.1668
H 0.64656 1.78849 -2.18488 0.2014
H 2.49747 -0.10042 -1.60353 0.2249
H 2.83473 2.47586 -1.58774 0.2021
H 3.77595 1.60774 -0.33162 0.2124
H 2.28540 2.45609 0.09168 0.2195
```

The lowest unoccupied orbital energy is 0.861 eV. The gap between HOMO and LUMO comes out at 0.34917 Eh. As for the electronic energy: -748.53500 Eh. The relative energy (zero: lowest compared OMol25 entry of this formula, charge and spin) comes out at 4.6 kcal/mol. The structure (SMILES) is CC[C@@]1(C)OC[C@@H](C)S1.

Computed, not measured: a structure of composition C7H14P at a distorted geometry, with wB97M-V/def2-TZVPD.

Structure (XYZ):
```
22
Properties=species:S:1:pos:R:3:nbo_charge:R:1
C 1.96748 -0.23434 -0.05624 -0.2925
C 0.85989 0.68407 0.24823 0.0427
C 2.98672 -0.32965 0.76770 -0.2131
C -0.04043 1.09181 -0.73414 -0.3377
C -0.67683 2.40294 -0.59401 -0.6318
C -1.05467 -1.06455 1.55138 -0.9994
C -1.57098 -1.62512 -1.29159 -0.9693
P -1.70200 -0.30128 -0.00072 1.0252
H 1.79767 -0.81980 -0.98606 0.2312
H 0.91266 1.18165 1.19375 0.2225
H 3.09265 0.13272 1.69512 0.2097
H 3.81754 -0.93596 0.53006 0.2219
H 0.07322 0.74607 -1.75705 0.2545
H -0.32602 3.13074 -1.20601 0.2454
H -0.57680 2.83698 0.46440 0.2235
H -1.66703 2.27156 -0.91241 0.2296
H -1.94860 -1.63198 1.85599 0.2673
H -0.86307 -0.17547 2.15528 0.2459
H -0.21308 -1.77809 1.66096 0.2619
H -0.69442 -2.38818 -1.36654 0.2642
H -1.70278 -1.17454 -2.25286 0.2532
H -2.47108 -2.01958 -0.96522 0.2449
```

The lowest unoccupied orbital energy is -5.469 eV. The gap between HOMO and LUMO comes out at 0.29983 Eh. As for the electronic energy: -616.11042 Eh. The relative energy (zero: lowest compared OMol25 entry of this formula, charge and spin) comes out at 56.3 kcal/mol. As for the total charge: +1.

Computed, not measured: a structure of composition C7H14PSYb at a distorted geometry, with wB97M-V/def2-TZVPD.

Structure (XYZ):
```
24
Properties=species:S:1:pos:R:3:nbo_charge:R:1
C -1.78188 -0.35966 0.43773 -0.5309
C -2.60028 0.47384 -0.37124 -0.4794
C -2.47833 0.07833 -1.76072 -0.3248
C -1.55105 -0.89279 -2.07076 -0.4560
C -1.01569 -1.45978 -0.84162 -0.4996
Yb -0.37065 0.66776 -0.84157 0.9526
P 0.32287 0.49299 1.84123 0.0491
H -2.05281 -0.44497 1.57883 0.2336
H -3.16423 1.36907 -0.03211 0.2481
H -2.83089 1.02619 -2.58048 0.1919
H -0.43403 -2.37398 -0.89436 0.2314
H -1.35304 -1.15374 -3.19392 0.2421
H 0.88286 -0.71425 2.42247 0.0349
H -0.40909 0.69069 3.04299 0.0179
H 1.30503 1.41183 2.37226 -0.0258
C 4.15415 -0.66636 -0.14870 -0.7207
S 2.40425 -0.41116 -0.60443 0.2265
C 2.61916 -0.66298 -2.35195 -0.7481
H 4.22285 -0.61519 0.94546 0.2384
H 4.74100 0.14103 -0.60263 0.2172
H 4.43410 -1.65419 -0.55380 0.2221
H 3.61877 -0.33892 -2.65870 0.2298
H 2.46318 -1.71879 -2.54258 0.2269
H 1.78370 -0.20916 -2.89899 0.2229
```

The lowest unoccupied orbital energy (spin up / spin down) is -0.070 / -0.070 eV. The gap between HOMO and LUMO (spin up / spin down) comes out at 0.14732 / 0.24555 Eh. As for the electronic energy: -2173.03430 Eh. The multiplicity is 2.